[1]
The following is a DFT calculation (ωB97M-V/def2-TZVPD) of the molecule C17H18N2O5.

Each line ends with the natural charge from an NBO analysis.
Element x y z (Å)
C  -5.82595  -1.66869  1.57196  -0.250
H  -5.84723  -2.76176  1.50637  0.175
O  -5.29930  -1.08959  0.40489  -0.482
C  -4.02413  -1.39951  0.04729  0.248
C  -3.17575  -2.23606  0.74999  -0.278
C  -1.88808  -2.48840  0.29452  -0.243
C  -1.43348  -1.91852  -0.87903  -0.035
C  -2.27805  -1.06405  -1.58595  -0.305
C  -3.56029  -0.79469  -1.14431  0.338
O  -4.44647  0.02461  -1.76868  -0.492
C  -4.04144  0.66895  -2.95178  -0.253
H  -3.80499  -0.05108  -3.74203  0.176
H  -4.89180  1.27492  -3.26006  0.202
H  -3.17622  1.31807  -2.78247  0.179
H  -1.90587  -0.60828  -2.48944  0.227
C  -0.02262  -2.12846  -1.38399  -0.065
N  0.87761  -1.26301  -0.63529  -0.600
C  1.41422  -0.14216  -1.15701  0.662
O  1.27926  0.19587  -2.31598  -0.618
C  2.23585  0.66006  -0.19124  -0.102
C  3.39929  1.26323  -0.66323  -0.166
C  4.18072  2.02776  0.17909  -0.202
C  3.77962  2.20066  1.49867  0.086
C  2.60645  1.62916  1.97678  -0.204
C  1.83728  0.85641  1.12920  -0.198
H  0.91170  0.43171  1.48949  0.222
H  2.31670  1.80080  3.00229  0.251
N  4.59007  2.99645  2.38880  0.515
O  4.20406  3.13122  3.53026  -0.375
O  5.60862  3.47792  1.94265  -0.372
H  5.09063  2.49662  -0.16282  0.251
H  3.67305  1.12215  -1.69731  0.241
H  1.01329  -1.48196  0.33888  0.397
C  0.45142  -3.57621  -1.30143  -0.607
H  1.42924  -3.67372  -1.76673  0.219
H  0.52755  -3.90690  -0.26853  0.198
H  -0.25122  -4.22136  -1.82110  0.222
H  0.04047  -1.78297  -2.42101  0.238
H  -1.25543  -3.14391  0.87290  0.206
H  -3.50400  -2.70361  1.66449  0.219
H  -5.26191  -1.36959  2.46201  0.174
H  -6.84509  -1.29388  1.65092  0.202

* HOMO level: -0.302 Eh
* Kohn-Sham gap: 0.27522 Eh
* total charge: 0
* SMILES: COc1ccc([C@H](C)NC(=O)c2ccc([N+](=O)[O-])cc2)cc1OC



[2]
The following is a DFT calculation (ωB97M-V/def2-TZVPD) of a structure of composition C17H18N4O10P2S3Sr.

Each line ends with the natural charge from an NBO analysis.
Element x y z (Å)
Sr  0.98326  0.15962  0.03451  1.830
O  -1.67232  3.83193  2.10629  -0.665
C  -1.02772  3.75978  0.96018  0.804
O  0.16358  3.85835  0.84275  -0.635
C  -1.91447  3.54561  -0.23440  0.093
C  -2.98570  4.38670  -0.49825  -0.212
C  -3.65620  4.22534  -1.70686  -0.156
C  -3.24200  3.21498  -2.56210  -0.231
C  -2.19892  2.39122  -2.15151  0.085
N  -1.53017  2.54544  -1.02209  -0.373
C  -1.84629  1.15053  -2.93908  0.782
O  -1.57562  1.32781  -4.24253  -0.653
O  -1.91082  0.05299  -2.45638  -0.568
H  -1.01655  3.74231  2.85035  0.536
H  -3.26361  5.14568  0.21397  0.236
H  -4.48458  4.86597  -1.96742  0.229
H  -3.73590  3.03431  -3.50503  0.234
H  -1.36283  2.26063  -4.39501  0.495
N  3.14071  0.92527  4.23167  -0.713
C  2.06893  0.24960  3.39532  -0.614
C  1.22689  -0.60969  4.31550  -0.647
P  3.16985  -0.82474  2.20387  2.370
O  2.40455  -2.23163  2.32605  -1.019
O  4.48449  -0.83035  2.89080  -1.136
O  3.01849  -0.37975  0.77711  -1.213
P  1.01667  1.62102  2.71756  2.368
O  2.15656  2.23593  1.76159  -1.042
O  0.59510  2.54521  3.79735  -1.146
O  -0.03184  0.96033  1.84781  -1.249
H  4.03382  0.42328  4.00421  0.480
H  2.91001  0.83381  5.22364  0.424
H  3.22308  1.92350  4.00927  0.445
H  1.84888  -1.32727  4.85702  0.220
H  0.51182  -1.17575  3.72203  0.258
H  0.68036  0.01925  5.02444  0.229
H  2.96222  -2.98136  2.51925  0.521
H  1.84166  3.04220  1.33394  0.541
S  -0.02813  -3.39779  -5.46567  -0.209
C  0.38191  -2.23551  -4.34616  -0.114
S  1.00720  -0.68492  -4.78984  0.457
C  1.05662  -0.20313  -3.11822  -0.118
N  0.67573  -1.16301  -2.31461  -0.446
N  0.29504  -2.28546  -3.01281  -0.280
C  -0.27797  -3.32571  -2.23200  0.220
C  -1.20740  -3.00481  -1.25161  -0.260
C  -1.73212  -4.01524  -0.46387  -0.199
C  -1.33948  -5.33370  -0.66086  -0.217
C  -0.42123  -5.63819  -1.65158  -0.202
C  0.11838  -4.63654  -2.44255  -0.219
S  1.52589  1.38725  -2.60282  -0.451
H  -1.55250  -1.97325  -1.14620  0.240
H  -2.46257  -3.77109  0.29295  0.213
H  -1.75485  -6.12231  -0.05171  0.213
H  -0.11223  -6.65877  -1.81371  0.216
H  0.84233  -4.85590  -3.21452  0.244

* HOMO level: -0.266 Eh
* Kohn-Sham gap: 0.26404 Eh
* total charge: 0



[3]
The following is a DFT calculation (ωB97M-V/def2-TZVPD) of a structure of composition C17H18N6O2OsS4.

Each line ends with the Mulliken spin population.
Element x y z (Å)
Os  0.44381  -0.87309  -2.06385  2.640
S  -0.03679  0.80224  -3.81182  0.362
C  -1.23150  1.39478  -2.80900  -0.016
N  -1.30188  0.93953  -1.53214  0.182
C  -2.35652  1.45218  -0.89704  0.169
C  -2.71902  1.18030  0.45104  0.050
C  -3.82252  1.79093  0.95604  0.014
C  -4.59689  2.68216  0.15876  0.193
C  -4.26605  2.97819  -1.15035  -0.049
C  -3.14162  2.36855  -1.67842  0.166
S  -2.46482  2.52818  -3.25755  -0.014
H  -2.10625  0.50609  1.03333  -0.003
H  -4.12790  1.61369  1.97783  0.002
H  -5.46992  3.14666  0.59753  0.005
H  -4.86536  3.66307  -1.73367  0.003
N  4.13207  3.71015  0.74637  0.000
C  3.52231  2.51652  0.87241  -0.001
O  2.92985  2.13753  1.86083  0.000
C  3.56721  1.60870  -0.33398  -0.012
C  4.73104  1.20713  -0.97244  0.005
C  4.65326  0.26336  -1.98842  -0.013
C  3.42292  -0.25634  -2.32740  -0.015
N  2.29728  0.12098  -1.69450  0.032
C  2.37075  1.03585  -0.72152  -0.013
H  4.17841  4.31384  1.55238  0.000
H  4.62772  3.97966  -0.08476  0.000
H  5.69026  1.61269  -0.67544  0.000
H  5.53735  -0.07628  -2.50815  0.001
H  3.31846  -0.99644  -3.11058  0.002
H  1.45200  1.29302  -0.20889  -0.004
C  1.33244  -3.08327  2.74969  0.001
N  0.04241  -2.79900  2.14340  0.020
C  -1.20094  -2.98239  2.90627  -0.001
C  -2.29442  -2.61881  1.88611  -0.002
N  -1.50754  -2.17121  0.72792  0.003
C  -0.20923  -2.37243  0.92141  0.005
S  1.06782  -2.16707  -0.24203  0.082
H  1.45584  -4.15788  2.88231  0.000
H  1.38172  -2.59472  3.72189  0.000
H  2.13175  -2.70184  2.12206  0.002
H  -1.19443  -2.32503  3.77579  0.000
H  -1.27219  -4.01255  3.25304  0.000
H  -2.94619  -1.82191  2.23861  0.000
H  -2.91058  -3.47359  1.61256  0.001
H  -1.93408  -2.04915  -0.18335  0.004
O  -3.13347  -2.53384  -1.65424  0.110
S  -2.22287  -2.78148  -2.76549  0.111
N  -0.95372  -1.99766  -2.74255  -0.025

* HOMO level (alpha / beta): -0.537 / -0.548 Eh
* Kohn-Sham gap (alpha / beta): 0.31788 / 0.20732 Eh
* total charge: +2
* 2S+1: 5



[4]
The following is a DFT calculation (ωB97M-V/def2-TZVPD) of a structure of composition C17H19BBeBr2IO5P.

Each line ends with the natural charge from an NBO analysis.
Element x y z (Å)
C  3.83096  1.74047  2.42296  -1.028
B  4.25717  0.66960  1.20565  0.979
O  5.63827  0.15182  1.26056  -0.856
C  3.12571  0.33289  0.06113  -0.245
C  2.94179  1.23405  -1.12268  -0.442
P  3.93062  2.82418  -1.49387  1.595
O  5.64424  2.63445  -1.25119  -0.893
O  3.23149  4.05667  -0.48135  -0.914
C  1.73344  0.84544  -2.21206  0.520
O  1.85629  1.03939  -3.54138  -0.439
C  0.37324  0.17760  -1.50387  -0.084
C  -1.11431  0.53198  -2.09423  -0.102
C  -2.41252  -0.11504  -1.32276  0.064
C  -3.90628  0.31141  -1.93073  -0.417
C  -3.99004  1.96837  -1.71797  -0.460
C  -5.22976  2.39351  -0.69157  -0.559
I  -4.56432  4.27189  0.30300  0.206
C  -2.23118  -1.11269  0.00726  -0.228
C  -0.71124  -1.46679  0.60140  0.108
C  -0.52900  -2.40867  1.93970  -0.318
Br  -1.50527  -1.41463  3.43004  0.111
C  -1.12025  -3.95111  1.72774  -0.273
C  -0.01893  -4.91749  0.94491  -0.667
Br  -1.64538  -4.72799  3.49809  0.112
C  0.57759  -0.81253  -0.17142  -0.050
C  2.17002  -1.01967  0.29653  0.522
O  2.66245  -2.16941  0.77746  -0.436
H  2.88656  2.33840  2.03527  0.242
H  4.70107  2.48159  2.70010  0.277
H  3.51942  1.18569  3.40618  0.280
H  5.97126  0.35760  2.19795  0.517
H  5.92571  1.73183  -1.58238  0.534
H  3.09786  4.92091  -1.01009  0.545
H  -1.30144  1.24982  -3.00989  0.289
H  -4.72499  -0.15521  -1.23701  0.080
H  -4.02389  -0.00114  -3.06121  0.289
H  -3.00287  2.37132  -1.18143  0.251
H  -4.15569  2.53442  -2.75134  0.262
H  -6.22727  2.65905  -1.25429  0.263
H  -5.38356  1.62531  0.18737  0.213
H  -3.23093  -1.49354  0.49001  0.257
H  0.58092  -2.50620  2.31594  0.289
H  -2.07101  -3.83841  1.04214  0.224
H  0.21861  -5.90701  1.56660  0.271
H  0.96438  -4.32863  0.64196  0.243
H  -0.56108  -5.31191  -0.04337  0.241
Be  -6.17790  -0.98162  -0.39387  0.626

* HOMO level: -0.503 Eh
* Kohn-Sham gap: 0.06851 Eh
* total charge: +2



Please write out number 3 again, unchanged.
The following is a DFT calculation (ωB97M-V/def2-TZVPD) of a structure of composition C17H18N6O2OsS4.

Each line ends with the Mulliken spin population.
Element x y z (Å)
Os  0.44381  -0.87309  -2.06385  2.640
S  -0.03679  0.80224  -3.81182  0.362
C  -1.23150  1.39478  -2.80900  -0.016
N  -1.30188  0.93953  -1.53214  0.182
C  -2.35652  1.45218  -0.89704  0.169
C  -2.71902  1.18030  0.45104  0.050
C  -3.82252  1.79093  0.95604  0.014
C  -4.59689  2.68216  0.15876  0.193
C  -4.26605  2.97819  -1.15035  -0.049
C  -3.14162  2.36855  -1.67842  0.166
S  -2.46482  2.52818  -3.25755  -0.014
H  -2.10625  0.50609  1.03333  -0.003
H  -4.12790  1.61369  1.97783  0.002
H  -5.46992  3.14666  0.59753  0.005
H  -4.86536  3.66307  -1.73367  0.003
N  4.13207  3.71015  0.74637  0.000
C  3.52231  2.51652  0.87241  -0.001
O  2.92985  2.13753  1.86083  0.000
C  3.56721  1.60870  -0.33398  -0.012
C  4.73104  1.20713  -0.97244  0.005
C  4.65326  0.26336  -1.98842  -0.013
C  3.42292  -0.25634  -2.32740  -0.015
N  2.29728  0.12098  -1.69450  0.032
C  2.37075  1.03585  -0.72152  -0.013
H  4.17841  4.31384  1.55238  0.000
H  4.62772  3.97966  -0.08476  0.000
H  5.69026  1.61269  -0.67544  0.000
H  5.53735  -0.07628  -2.50815  0.001
H  3.31846  -0.99644  -3.11058  0.002
H  1.45200  1.29302  -0.20889  -0.004
C  1.33244  -3.08327  2.74969  0.001
N  0.04241  -2.79900  2.14340  0.020
C  -1.20094  -2.98239  2.90627  -0.001
C  -2.29442  -2.61881  1.88611  -0.002
N  -1.50754  -2.17121  0.72792  0.003
C  -0.20923  -2.37243  0.92141  0.005
S  1.06782  -2.16707  -0.24203  0.082
H  1.45584  -4.15788  2.88231  0.000
H  1.38172  -2.59472  3.72189  0.000
H  2.13175  -2.70184  2.12206  0.002
H  -1.19443  -2.32503  3.77579  0.000
H  -1.27219  -4.01255  3.25304  0.000
H  -2.94619  -1.82191  2.23861  0.000
H  -2.91058  -3.47359  1.61256  0.001
H  -1.93408  -2.04915  -0.18335  0.004
O  -3.13347  -2.53384  -1.65424  0.110
S  -2.22287  -2.78148  -2.76549  0.111
N  -0.95372  -1.99766  -2.74255  -0.025

* HOMO level (alpha / beta): -0.537 / -0.548 Eh
* Kohn-Sham gap (alpha / beta): 0.31788 / 0.20732 Eh
* total charge: +2
* 2S+1: 5